{
  "formula": "C30H45N2O",
  "method": "ωB97M-V with the def2-TZVPD basis set",
  "total_charge": 1,
  "homo_energy_ev": -11.04,
  "multiplicity": 1,
  "smiles": "CCCNC(=O)[C@@H]1CCC[N@@H+]1[C@H](C[C@@H](C)c1c(C)cc(C)cc1C)c1c(C)cc(C)cc1C",
  "species": ["C", "C", "C", "N", "C", "O", "C", "C", "C", "C", "N", "C", "C", "C", "C", "C", "C", "C", "C", "C", "C", "C", "C", "C", "C", "C", "C", "C", "C", "C", "C", "C", "C", "H", "H", "H", "H", "H", "H", "H", "H", "H", "H", "H", "H", "H", "H", "H", "H", "H", "H", "H", "H", "H", "H", "H", "H", "H", "H", "H", "H", "H", "H", "H", "H", "H", "H", "H", "H", "H", "H", "H", "H", "H", "H", "H", "H", "H"],
  "positions_angstrom": [[-0.507, 6.843, 0.438], [-0.027, 5.844, 1.477], [-1.192, 5.075, 2.112], [-0.768, 3.941, 2.947], [-0.493, 2.726, 2.428], [-0.717, 2.444, 1.242], [0.107, 1.749, 3.422], [1.397, 2.228, 4.086], [2.157, 0.973, 4.516], [1.326, -0.229, 4.085], [0.424, 0.295, 2.939], [0.838, -0.045, 1.547], [0.178, -1.391, 1.176], [-1.116, -1.276, 0.353], [-1.663, -2.654, -0.065], [-2.210, -0.434, 0.989], [-2.572, -0.568, 2.350], [-2.180, -1.730, 3.240], [-3.357, 0.439, 2.908], [-3.980, 1.402, 2.112], [-4.795, 2.484, 2.743], [-3.808, 1.351, 0.728], [-2.950, 0.422, 0.152], [-2.792, 0.410, -1.343], [2.323, 0.056, 1.310], [2.873, 1.187, 0.644], [2.078, 2.117, -0.226], [4.246, 1.420, 0.730], [5.102, 0.476, 1.299], [6.543, 0.799, 1.547], [4.570, -0.780, 1.600], [3.200, -1.013, 1.637], [2.798, -2.416, 2.047], [0.346, 7.314, -0.053], [-1.112, 6.346, -0.325], [-1.107, 7.637, 0.894], [0.662, 5.120, 1.019], [0.521, 6.354, 2.280], [-1.776, 5.748, 2.753], [-1.854, 4.672, 1.337], [-0.504, 4.136, 3.906], [-0.666, 1.602, 4.208], [2.005, 2.831, 3.390], [1.123, 2.872, 4.938], [3.146, 0.949, 4.041], [2.329, 0.970, 5.597], [1.956, -1.065, 3.787], [0.653, -0.595, 4.871], [-0.489, -0.158, 3.016], [0.365, 0.715, 0.942], [0.000, -1.994, 2.081], [0.892, -1.943, 0.556], [-0.806, -0.757, -0.571], [-2.520, -2.534, -0.742], [-0.895, -3.235, -0.590], [-2.001, -3.230, 0.805], [-2.031, -2.663, 2.691], [-1.287, -1.534, 3.861], [-2.981, -1.913, 3.970], [-3.502, 0.457, 3.988], [-5.459, 2.943, 2.001], [-5.396, 2.081, 3.566], [-4.160, 3.281, 3.162], [-4.314, 2.073, 0.085], [-3.588, 1.017, -1.784], [-1.838, 0.857, -1.659], [-2.866, -0.596, -1.774], [2.704, 2.972, -0.511], [1.764, 1.619, -1.156], [1.183, 2.520, 0.257], [4.656, 2.345, 0.307], [7.053, -0.045, 2.018], [7.052, 1.050, 0.609], [6.635, 1.663, 2.217], [5.227, -1.608, 1.869], [3.704, -2.928, 2.396], [2.075, -2.495, 2.873], [2.425, -3.011, 1.201]],
  "atomic_forces_ev_per_a": [[-0.01, 0.08, 0.00], [0.09, -0.43, 0.29], [-0.18, -0.07, -0.02], [0.26, 0.04, 0.26], [-0.48, -0.04, -1.92], [0.23, 0.33, 1.58], [0.17, -0.72, 0.39], [0.01, 0.71, -0.09], [0.47, 0.02, 0.33], [-0.44, 0.26, -0.08], [-0.43, 0.61, 1.78], [0.12, -0.02, -1.53], [0.02, -0.40, -0.03], [-0.16, -0.02, -0.28], [0.18, 0.00, -0.04], [-0.36, -0.65, -0.04], [0.28, 0.66, -0.45], [0.01, -0.08, 0.46], [-0.29, 0.04, -0.26], [0.46, 0.09, -0.04], [-0.28, 0.29, 0.18], [-0.04, -0.20, 0.30], [0.38, 0.25, 0.48], [0.00, 0.25, -0.24], [0.65, -0.53, -0.36], [0.20, -0.26, 0.50], [-0.30, 0.60, 0.05], [-0.06, -0.25, -0.02], [-0.27, -0.15, -0.09], [0.27, -0.03, -0.11], [0.25, 0.28, 0.19], [-0.19, 0.53, 0.20], [0.34, -0.50, 0.12], [-0.09, 0.01, -0.02], [0.06, 0.09, 0.05], [0.01, -0.09, -0.06], [-0.16, 0.14, 0.07], [0.03, -0.06, -0.18], [0.04, -0.20, -0.18], [0.13, 0.09, 0.16], [-0.08, -0.06, -0.27], [0.42, -0.15, -0.44], [-0.31, -0.22, 0.21], [0.28, -0.23, -0.28], [-0.28, -0.06, 0.01], [-0.08, -0.14, -0.20], [-0.39, 0.39, -0.23], [0.06, 0.28, -0.17], [0.02, -0.02, 0.02], [-0.17, 0.11, -0.07], [0.23, 0.04, -0.33], [-0.28, 0.07, 0.18], [-0.18, -0.15, 0.29], [0.22, -0.06, 0.22], [-0.14, 0.04, 0.10], [0.08, 0.07, -0.29], [0.09, 0.28, 0.17], [-0.15, -0.28, -0.13], [0.15, 0.09, -0.27], [-0.26, -0.12, -0.14], [0.06, -0.05, 0.25], [0.03, 0.17, -0.18], [-0.11, -0.20, -0.14], [0.00, -0.21, 0.21], [0.14, -0.12, -0.01], [-0.14, -0.15, 0.06], [0.08, 0.22, 0.12], [-0.16, -0.25, 0.01], [0.07, 0.05, 0.30], [0.13, -0.13, -0.21], [-0.14, -0.38, 0.21], [0.02, 0.13, -0.13], [0.00, -0.05, 0.20], [-0.04, -0.16, -0.16], [0.00, 0.35, 0.02], [-0.25, 0.07, -0.04], [0.13, -0.08, -0.56], [0.04, 0.23, 0.29]]
}